ORCA calculation (ωB97M-V with the def2-TZVPD basis set) on a cluster of 2 separate species, C5H6N in total in a non-equilibrium geometry.

Geometry as XYZ:
```
12
Properties=species:S:1:pos:R:3
N -2.05978 0.62968 0.50438
C 2.27781 -0.83295 -0.22004
C 1.92146 -1.15439 0.93015
C -3.29843 0.65741 0.64671
C -0.90674 0.69092 0.24551
C 2.63644 -0.18355 -1.42379
H 2.68850 -0.71598 -2.43159
H 1.64939 -1.57025 1.82375
H -3.70854 0.54254 -0.36113
H -3.85718 0.63433 1.57242
H 2.62254 0.91760 -1.31460
H 0.03453 0.38464 0.02822
```

* M: 80.11 g/mol
* net charge: +1
* E: -6757.789 eV
* energy relative to the best compared isomer or geometry (same formula, charge and spin): 170.4 kcal/mol
* E_LUMO (spin up / spin down): -7.4 / -5.1 eV
* HOMO level (spin up / spin down): -11.90 / -13.79 eV